# 1
Entry from the Open Molecules 2025 dataset: a structure of composition C34H59ClN2O2SiSn in a non-equilibrium geometry (the ωB97M-V functional and the def2-TZVPD basis).

Calculated values
Total energy: -2554.9049 hartree
Frontier orbital gap: 0.2761 Eh

ORCA input file:
```
! RIJCOSX wB97M-V def2-TZVPD def2/J DEFGRID3
* xyz 0 1
O 1.41488 -1.86871 -2.39447
O 1.03272 -0.01022 -5.87791
C 2.74338 -2.18809 -1.96166
C 2.85802 -3.10704 -0.76215
H 3.18087 -1.20738 -1.72487
H 3.29930 -2.61101 -2.81394
H 2.38665 -2.66897 0.13079
H 3.91960 -3.26359 -0.53883
H 2.40680 -4.09370 -0.92819
C 0.39862 -2.88543 -2.24472
C 0.21731 -3.63452 -3.54933
H -0.51624 -2.33905 -1.96401
H 0.61774 -3.57149 -1.41169
H 0.11402 -2.94351 -4.39714
H -0.67797 -4.25724 -3.49533
H 1.07126 -4.29903 -3.72167
C -0.07568 0.51339 -6.63182
C 1.94371 -0.79713 -6.65300
C -1.35405 -0.25533 -6.38983
H 0.15310 0.51379 -7.71372
H -0.20098 1.55329 -6.29992
H -1.25751 -1.30603 -6.68086
H -2.14009 0.20808 -6.99131
H -1.64677 -0.20331 -5.33613
C 1.28462 -1.95900 -7.35906
H 2.68373 -1.13907 -5.92035
H 2.45057 -0.15953 -7.39815
H 0.71812 -2.58970 -6.66840
H 2.07736 -2.56347 -7.79720
H 0.61738 -1.63094 -8.16135
H 1.59440 0.32408 -3.38902
N -0.73022 -0.71722 1.53258
C -1.50336 -0.09562 2.43310
C -2.14035 1.13411 2.23947
C -2.32817 1.85243 1.04829
C -1.74210 -0.79612 3.73788
H -0.80311 -1.15757 4.17860
H -2.42331 -1.65218 3.61128
H -2.20550 -0.09109 4.43475
C -3.38223 2.92685 1.02834
H -4.14039 2.73820 0.25595
H -2.96270 3.92702 0.85609
H -3.88610 2.93146 1.99943
N -1.62271 1.64457 -0.05977
C -0.46192 -2.12646 1.67420
C 0.74400 -2.55133 2.26183
C 1.73467 -1.58688 2.84177
C 1.00254 -3.91509 2.35863
H 1.93227 -4.22973 2.83290
C 0.08949 -4.85565 1.89512
H 0.30329 -5.91695 1.98153
C -1.11403 -4.43115 1.33247
H -1.86305 -5.14504 1.00061
C -1.41225 -3.07671 1.24149
C -2.76642 -2.64941 0.77446
C -1.96889 2.26244 -1.30881
C -1.34928 3.46994 -1.68410
C -0.44468 4.16580 -0.72098
C -1.60504 3.99238 -2.95124
H -1.14923 4.94414 -3.22149
C -2.45914 3.33155 -3.83464
H -2.68986 3.78324 -4.80357
C -3.00688 2.10218 -3.47694
H -3.66142 1.55936 -4.16507
C -2.77603 1.55056 -2.21942
C -3.32864 0.21620 -1.81447
Sn 0.22468 0.46112 -0.09922
H 2.63340 -1.49519 2.21044
H 2.08304 -1.96411 3.81646
H 1.31737 -0.58593 3.00009
H -2.73208 -1.77427 0.11374
H -3.43766 -2.41623 1.61644
H -3.24002 -3.47730 0.22917
H 0.06351 5.00870 -1.20061
H 0.33215 3.50587 -0.32191
H -0.99443 4.54834 0.15047
H -3.77719 0.24636 -0.81084
H -2.56851 -0.58058 -1.79544
H -4.09976 -0.09762 -2.52522
H -2.66412 1.53395 3.10470
C 1.39287 1.42945 -3.36888
Si 2.53492 2.52245 -4.41647
H 0.34819 1.54074 -3.67782
H 1.46718 1.78854 -2.32053
C 4.24303 1.81568 -4.71034
C 2.77394 4.21619 -3.59533
C 1.98570 3.04722 -6.14483
H 2.84219 3.52099 -6.65675
H 1.17983 3.79344 -6.08295
H 1.63925 2.22258 -6.78099
H 4.81687 1.73120 -3.77832
H 4.79365 2.49446 -5.37882
H 4.21887 0.82612 -5.18598
H 2.84399 4.14719 -2.50248
H 1.93632 4.88806 -3.84218
H 3.69985 4.68932 -3.96719
Cl 0.69665 2.64935 2.31694
C 1.54960 1.82978 1.00546
H 1.93617 2.58507 0.31863
H 2.36678 1.25680 1.45214
*
```

***

# 2
Entry from the Open Molecules 2025 dataset: a structure of composition C25H22AgCl2N2O3 in a non-equilibrium geometry (the ωB97M-V functional and the def2-TZVPD basis).

Calculated values
Total energy: -2368.4784 hartree
Frontier orbital gap: 0.2489 Eh

ORCA input file:
```
! RIJCOSX wB97M-V def2-TZVPD def2/J DEFGRID3
* xyz -1 1
Ag 9.08032 10.22860 10.03720
C 7.44315 12.18391 8.64442
C 6.12439 11.91592 8.19415
C 5.39157 11.53330 9.32114
C 6.23327 11.49620 10.41332
C 7.49252 11.99346 10.07964
H 8.28730 12.58601 8.12176
H 5.78449 11.83615 7.15746
H 4.32528 11.28947 9.34889
H 5.85962 11.18409 11.40287
H 8.18065 12.55412 10.72724
O 6.86172 9.31205 7.29250
C 6.16889 8.34295 7.98223
C 7.07919 7.35771 8.62155
C 6.95868 5.96460 8.46384
C 7.96828 5.15156 9.12833
C 9.01027 5.74880 9.78488
C 8.97763 7.14005 9.88409
N 8.02132 7.90671 9.37216
H 6.96332 10.06639 7.83110
H 5.58015 7.73044 7.29609
H 5.57011 8.77687 8.78322
H 6.26311 5.45077 7.80328
H 7.89118 4.07960 9.07656
H 9.79188 5.14653 10.33228
H 9.86184 7.63433 10.40272
Cl 10.83296 11.81690 7.10609
C 11.25739 10.16580 6.70392
C 10.17639 9.27522 6.62608
C 10.44734 7.95746 6.30406
C 11.73853 7.60320 5.91797
C 12.73964 8.54541 5.96426
Cl 14.38752 8.11493 5.57394
C 12.54602 9.83351 6.41534
N 13.54691 10.75169 6.56268
C 13.92222 11.38359 7.77388
C 14.48281 12.67894 7.60284
C 14.91547 13.42824 8.69318
C 14.68577 12.87900 9.95692
C 14.14031 11.62326 10.14298
C 13.77752 10.84473 9.04922
C 13.41791 9.45208 9.29698
C 12.00251 9.03255 9.68385
O 11.73619 7.84037 9.88166
O 11.18355 10.01999 9.80256
H 9.16866 9.57386 6.88077
H 9.68285 7.24208 6.16143
H 12.03157 6.55902 5.66539
H 14.35118 10.67692 5.96833
H 14.55192 13.15716 6.63899
H 15.39170 14.33162 8.58391
H 15.05714 13.41237 10.83007
H 14.07240 11.16505 11.18369
H 14.01082 9.13993 10.14482
H 13.65896 8.80253 8.42365
*
```

***

# 3
Entry from the Open Molecules 2025 dataset: a structure of composition C33H51BrNP3Ru in a non-equilibrium geometry (the ωB97M-V functional and the def2-TZVPD basis).

Calculated values
Total energy: -5034.0722 hartree
Frontier orbital gap (alpha / beta): 0.2131 / 0.1710 Eh

ORCA input file:
```
! RIJCOSX wB97M-V def2-TZVPD def2/J DEFGRID3
* xyz 4 5
N 6.49529 0.26303 -2.33211
C 6.05874 -0.98508 -2.20444
C 4.78397 -1.28136 -1.69045
C 3.88808 -0.22064 -1.36879
C 4.40622 1.09630 -1.47904
C 5.70416 1.28325 -1.99375
C 2.44589 -0.49265 -1.19737
Ru 0.29073 -0.11249 -0.18873
P -3.39017 0.98791 -0.63851
C 1.49578 0.52552 -1.54868
C 0.48802 0.20009 -2.60107
C -0.16854 1.32234 -3.18171
C -0.69708 1.23949 -4.47206
C -0.72295 -0.02176 -5.10047
C 0.03320 -1.08463 -4.60829
C 0.60969 -0.98461 -3.35592
Br -1.72313 -0.30828 -6.63641
H 2.19663 -1.56204 -1.25382
H 1.81794 1.55714 -1.57485
H 4.50677 -2.32036 -1.53148
H 3.84829 1.96806 -1.14309
H 6.72898 -1.79032 -2.51946
H 6.11476 2.27891 -2.14628
H -0.18921 2.27223 -2.65034
H 1.23117 -1.81032 -3.00357
H -1.13182 2.10677 -4.96147
H 0.18778 -1.97463 -5.22309
P 0.75904 1.15386 1.59161
C -3.02056 -0.05734 -2.05509
C -4.03390 0.21487 -3.19473
H -3.08402 -1.11080 -1.73220
H -1.98810 0.15217 -2.37830
H -3.87144 -0.48821 -4.02792
H -5.06007 0.06886 -2.81303
H -3.95171 1.24184 -3.59608
C -2.65447 2.61144 -0.95032
C -3.70696 3.71654 -1.16213
H -1.98080 2.52077 -1.81612
H -2.05500 2.87770 -0.06719
H -3.21215 4.65691 -1.44762
H -4.42124 3.45218 -1.95575
H -4.27028 3.89310 -0.23186
C -2.82472 0.22859 0.89493
C -4.04180 -0.14567 1.76454
H -2.17085 0.94504 1.41582
H -2.22373 -0.66612 0.64315
H -3.71690 -0.38942 2.78466
H -4.75171 0.69463 1.81312
H -4.56695 -1.02207 1.35233
C -0.28726 0.78742 3.08856
C 0.44390 0.92314 4.43426
H -0.67066 -0.23908 2.95915
H -1.15357 1.46748 3.06239
H 1.33212 0.27647 4.47911
H 0.75197 1.96372 4.61262
H -0.23934 0.64015 5.24638
C 0.19598 2.83490 1.04261
C 1.21659 3.96508 0.93142
H -0.66255 3.11970 1.67918
H -0.21700 2.67446 0.02620
H 1.63274 4.25279 1.90569
H 2.02734 3.68015 0.24351
H 0.71392 4.85130 0.51316
C 2.45269 1.36493 2.26271
C 3.37738 0.15643 2.35020
H 2.36344 1.79605 3.26657
H 2.89797 2.15306 1.64400
H 4.40040 0.51151 2.16636
H 3.38867 -0.27694 3.36326
H 3.14509 -0.62426 1.61819
C 1.91960 -3.16799 1.23516
P 0.51469 -2.14830 0.64234
C 0.08380 -3.23692 -0.78177
C -0.73265 -2.62522 1.92765
C -0.43262 -2.65472 3.30120
C -1.41873 -3.05517 4.20755
C -2.70616 -3.39304 3.76667
C -3.00059 -3.35043 2.40090
C -2.01478 -2.96588 1.48974
H 2.61706 -3.34807 0.41098
H 1.48664 -4.12994 1.56226
H 2.44466 -2.72060 2.07997
H -0.59505 -4.01927 -0.43624
H -0.40392 -2.70521 -1.60583
H 0.99444 -3.70274 -1.16901
H 0.56568 -2.37550 3.65258
H -1.17329 -3.12268 5.26656
H -3.47885 -3.68947 4.47564
H -3.99046 -3.62604 2.03311
H -2.25013 -2.94200 0.41842
*
```

***

# 4
Entry from the Open Molecules 2025 dataset: a structure of composition C5H10N in a non-equilibrium geometry (the ωB97M-V functional and the def2-TZVPD basis).

Calculated values
Total energy: -250.9163 hartree
Frontier orbital gap: 0.4576 Eh

ORCA input file:
```
! RIJCOSX wB97M-V def2-TZVPD def2/J DEFGRID3
* xyz 1 1
C -0.92201 -2.16131 -0.08152
C 0.20326 -0.70122 -0.61489
C -1.62212 -1.71490 1.13271
C 0.94692 2.33490 0.05744
C 1.47843 1.43687 -1.08335
N 0.85933 0.16262 -1.07655
H -0.30620 -3.07251 0.01964
H -1.45661 -2.23328 -1.10716
H -2.21795 -2.61954 1.53360
H -2.16769 -0.79627 1.03307
H -0.98884 -1.57639 2.02281
H 1.17522 3.34550 -0.14649
H -0.15499 2.26708 0.09044
H 1.28072 2.18004 1.02176
H 2.53762 1.17627 -0.81507
H 1.35491 1.97214 -1.98644
*
```